Below is an isolated molecule of C19H26N4O4 at a distorted geometry, with properties calculated with wB97M-V/def2-TZVPD.

Computed properties:
Total charge: 0
LUMO energy: 0.7918 eV
HOMO-LUMO gap: 8.92 eV
SMILES: CN(CCCCN1CCOCC1)Cc1nc(-c2ccc3c(c2)OCO3)no1

XYZ file:
```
53
Properties=species:S:1:pos:R:3:forces:R:3:mulliken_charge:R:1
C -1.0932 -3.4666 -2.7544 0.005 -0.034 0.006 -1.268
N -0.5481 -2.1332 -2.8672 -0.037 -0.070 -0.144 0.615
C 0.8871 -2.1507 -3.1121 -0.115 -0.194 0.150 -1.288
C 1.5270 -2.0959 -1.7703 0.406 0.460 0.429 0.715
N 1.8204 -1.0271 -1.0995 0.068 -0.019 -0.511 -0.396
C 2.1707 -1.5118 0.1330 -0.275 -0.902 -0.750 0.493
N 2.1164 -2.8191 0.1864 0.366 0.302 1.190 -0.652
O 1.6989 -3.2094 -1.0489 -0.252 0.018 -0.915 -0.154
C 2.4716 -0.6429 1.2500 0.163 0.185 0.625 0.101
C 2.6791 -1.1752 2.5186 -0.035 0.057 -0.322 -0.836
C 2.8869 -0.3541 3.6200 0.039 0.379 0.163 -0.970
C 2.8690 1.0046 3.4029 -0.113 0.043 -0.620 1.115
C 2.6698 1.5415 2.1271 0.086 -0.378 0.532 0.879
C 2.4766 0.7427 1.0319 0.050 0.117 0.175 -0.885
H 2.3315 1.1415 0.0430 -0.048 0.079 -0.136 0.507
O 2.6990 2.9089 2.2024 -0.057 -0.276 -0.420 -0.517
C 2.9052 3.2178 3.5638 0.053 1.171 0.484 -0.350
O 3.0266 2.0200 4.3021 0.034 -0.491 0.089 -0.489
H 3.8261 3.8119 3.6733 -0.178 -0.205 -0.062 0.273
H 2.0498 3.7991 3.9444 0.151 -0.204 -0.107 0.290
H 3.0462 -0.7564 4.6061 0.015 -0.064 0.130 0.460
H 2.6669 -2.2467 2.6344 -0.016 -0.117 0.058 0.501
H 1.2090 -3.0523 -3.6531 -0.029 0.114 -0.066 0.451
H 1.1887 -1.2657 -3.6717 0.042 -0.081 0.058 0.479
C -1.2998 -1.2503 -3.7397 0.148 0.297 -0.118 -1.090
H -2.3551 -1.5145 -3.6428 -0.009 -0.022 -0.055 0.498
C -1.1326 0.2276 -3.3754 -0.334 -0.184 -0.008 -0.780
C -1.8487 0.6432 -2.0899 0.250 -0.106 0.147 -0.422
H -1.7900 1.7313 -2.0095 -0.090 0.045 0.006 0.323
H -2.9041 0.3690 -2.1529 -0.100 0.082 -0.034 0.290
C -1.2146 0.0189 -0.8367 -0.130 0.066 -0.082 -0.292
N -1.5613 0.6122 0.4369 -0.080 0.105 0.117 0.320
C -1.0364 1.9421 0.6702 -0.104 0.011 0.354 -0.566
C -1.2042 2.2622 2.1560 0.310 0.124 -0.256 -0.748
H -0.8672 3.2767 2.3773 0.044 -0.054 -0.009 0.358
O -2.5586 2.2034 2.5412 -0.101 0.136 0.010 -0.431
C -3.0997 0.9314 2.2666 -0.243 -0.261 -0.208 -0.739
C -2.9668 0.5730 0.7843 0.075 0.097 0.370 -0.532
H -3.3483 -0.4360 0.6156 -0.058 -0.020 -0.009 0.435
H -3.5655 1.2864 0.1905 -0.017 -0.069 0.005 0.323
H -4.1484 0.9761 2.5666 0.050 -0.065 -0.010 0.367
H -2.5769 0.1696 2.8644 -0.068 0.027 -0.051 0.343
H -0.6163 1.5401 2.7437 0.003 0.062 -0.048 0.375
H 0.0224 1.9602 0.4102 0.035 0.046 -0.024 0.456
H -1.5658 2.7146 0.0841 0.082 -0.005 0.006 0.241
H -1.4815 -1.0390 -0.7855 0.127 0.019 -0.006 0.485
H -0.1286 0.0834 -0.9267 -0.123 -0.078 -0.029 -0.451
H -1.5325 0.8176 -4.2041 0.108 0.022 -0.045 0.459
H -0.0725 0.4657 -3.2773 0.109 0.076 -0.088 0.294
H -1.0157 -1.3965 -4.7967 -0.095 -0.060 0.020 0.334
H -2.1262 -3.4055 -2.4159 -0.043 -0.054 0.018 0.350
H -1.0646 -4.0221 -3.7053 -0.008 -0.026 -0.007 0.362
H -0.5215 -4.0219 -2.0117 -0.060 -0.100 0.000 0.361
```
Forces are in eV/Å.

Below is an isolated molecule of C19H26N4O4S at a distorted geometry, with properties calculated with wB97M-V/def2-TZVPD.

Computed properties:
Total charge: 0
LUMO energy: -0.0896 eV
HOMO-LUMO gap: 8.42 eV
SMILES: CC1(C)Cc2c(sc(NC(=O)C(=O)NCCCN3CCOCC3)c2C#N)CO1

XYZ file:
```
54
Properties=species:S:1:pos:R:3:forces:R:3:mulliken_charge:R:1
C -7.6139 -0.1889 -1.0428 0.127 -0.224 0.274 -1.720
H -8.1777 0.7361 -1.1268 -0.043 0.106 -0.029 0.426
H -8.2012 -0.9960 -1.4745 -0.081 -0.064 -0.052 0.398
H -6.6912 -0.0818 -1.6086 0.069 0.024 -0.114 0.376
C -7.3301 -0.4868 0.4341 -0.348 0.542 0.037 1.556
C -8.6265 -0.4219 1.2405 0.404 -0.151 -0.196 -1.820
H -8.4384 -0.7465 2.2599 0.014 0.002 0.134 0.424
H -9.3671 -1.0845 0.8021 -0.119 -0.055 -0.054 0.416
H -9.0136 0.5928 1.2517 -0.060 0.122 0.002 0.360
C -6.3053 0.5238 0.9898 -0.082 -0.312 0.013 -0.981
C -4.9457 0.1872 0.4731 0.039 -0.416 -0.094 0.630
C -4.6547 -1.0523 0.0017 0.234 0.427 0.090 0.912
S -3.0114 -1.2076 -0.5441 -0.793 0.197 0.310 -0.234
C -2.7124 0.4425 -0.1163 -0.417 -0.334 0.006 0.547
C -3.8225 1.0669 0.4119 0.439 -1.025 -0.439 -1.083
C -3.8435 2.4047 0.8266 0.038 0.469 0.125 -0.066
N -3.8696 3.5021 1.1628 0.025 0.399 0.117 -0.554
N -1.4688 0.9887 -0.3179 0.212 0.362 0.051 -0.052
C -0.4494 0.2795 -0.8446 -0.145 -0.128 0.017 0.609
O -0.5359 -0.8886 -1.1859 0.323 0.293 -0.007 -0.748
C 0.8265 1.1041 -0.9609 0.303 0.037 -0.143 0.547
O 0.8592 2.2639 -0.5900 -0.059 0.055 0.071 -0.706
N 1.8282 0.4093 -1.5067 -0.150 -0.351 -0.109 -0.083
C 3.1671 0.9191 -1.6758 0.261 0.091 0.194 -0.970
C 4.1568 0.2127 -0.7513 0.223 0.256 -0.149 0.139
H 4.1476 -0.8586 -0.9641 -0.035 -0.059 0.063 0.258
H 3.8435 0.3612 0.2834 -0.062 -0.068 0.024 0.197
C 5.5777 0.7693 -0.9495 -0.271 -0.115 0.001 -1.198
N 6.6153 0.1985 -0.1230 0.094 -0.039 0.055 0.080
C 6.4830 0.4512 1.2995 0.330 -0.106 0.093 -0.485
C 7.7950 0.0526 1.9788 -0.255 0.305 0.104 -0.730
O 8.0961 -1.3043 1.7507 -0.041 -0.119 0.109 -0.385
C 8.1869 -1.5670 0.3705 -0.142 -0.156 -0.353 -0.728
H 8.4040 -2.6322 0.2749 0.009 0.065 -0.053 0.357
C 6.8844 -1.2089 -0.3489 0.310 -0.006 0.183 -0.497
H 6.9962 -1.3841 -1.4207 -0.009 -0.054 -0.022 0.414
H 6.0798 -1.8561 0.0405 0.026 -0.007 -0.070 0.302
H 9.0097 -0.9823 -0.0673 -0.060 -0.069 0.001 0.367
H 7.7250 0.1731 3.0611 0.011 0.056 -0.063 0.358
H 8.6066 0.6850 1.5891 -0.072 -0.016 0.053 0.366
H 6.2946 1.5146 1.4575 -0.027 0.019 0.051 0.417
H 5.6624 -0.1310 1.7525 0.006 0.073 0.012 0.301
H 5.8760 0.6183 -1.9918 -0.028 0.098 -0.027 0.349
H 5.5659 1.8458 -0.7557 -0.018 0.026 -0.096 0.328
H 3.1277 1.9865 -1.4460 0.048 -0.077 -0.115 0.378
H 3.4711 0.7900 -2.7196 -0.026 0.093 0.059 0.321
H 1.6364 -0.5590 -1.7318 -0.101 0.132 0.055 0.267
H -1.2779 1.9565 -0.0677 0.026 -0.139 -0.049 0.320
C -5.6658 -2.1464 -0.0711 0.081 -0.356 -0.247 -0.829
O -6.8452 -1.8176 0.6218 -0.045 0.045 0.136 -0.455
H -5.8828 -2.3840 -1.1267 -0.009 0.004 0.148 0.259
H -5.2915 -3.0586 0.4046 -0.027 0.066 -0.116 0.442
H -6.2988 0.4674 2.0824 -0.067 0.065 -0.004 0.405
H -6.5820 1.5415 0.7088 -0.058 0.016 0.013 0.495
```
Forces are in eV/Å.

Below is a structure of composition C19H26N5O5Pb, with properties calculated with wB97M-V/def2-TZVPD.

Computed properties:
Total charge: +3
LUMO energy (alpha / beta): -12.5911 / -11.1521 eV
HOMO-LUMO gap (alpha / beta): 3.90 / 5.34 eV

XYZ file:
```
56
Properties=species:S:1:pos:R:3:forces:R:3:mulliken_charge:R:1
Pb -0.1612 0.5911 -0.1552 0.000 0.073 -0.143 1.632
N -2.0981 -1.1779 -0.2089 -0.083 -0.082 0.271 -0.453
N -3.3403 -0.5690 0.0727 0.277 0.049 -0.279 -0.200
C -3.3505 0.7800 0.0304 -0.811 0.173 0.097 0.744
O -4.5371 1.3522 0.0076 0.488 -0.193 0.042 -0.223
O -2.3570 1.5068 0.0365 0.186 0.015 -0.021 -0.582
H -2.0877 -1.5372 -1.1619 0.077 0.061 -0.022 0.317
H -1.9746 -1.9482 0.4422 -0.034 -0.018 -0.025 0.307
H -4.1908 -1.0889 -0.1083 -0.040 0.018 0.069 0.280
N -0.6279 -1.2177 7.2448 0.058 0.018 -0.052 -0.317
C -0.1040 -0.1659 6.5856 -0.040 -0.082 0.098 0.277
O 0.4155 0.7865 7.1188 0.026 0.006 -0.035 -0.561
C -0.1619 -0.1922 5.0646 -0.009 0.056 -0.074 0.823
C -0.4286 -1.3037 4.2731 0.035 -0.051 0.054 -0.656
C -0.4003 -1.1710 2.8982 0.029 0.063 -0.020 -0.655
N -0.1375 -0.0088 2.2859 -0.173 -0.173 0.031 -0.204
C 0.1130 1.0621 3.0534 0.012 0.036 -0.086 -0.279
C 0.1201 1.0117 4.4298 -0.030 0.004 0.041 -0.632
H -0.6078 -1.1927 8.2527 -0.007 0.000 0.008 0.257
H -1.1257 -1.9670 6.8018 -0.041 0.023 0.001 0.153
H -0.6323 -2.2777 4.6968 -0.001 0.004 0.001 0.353
H -0.5787 -2.0325 2.2648 0.014 -0.004 0.016 0.475
H 0.3164 1.9974 2.5391 -0.003 0.004 0.015 0.536
H 0.3393 1.8834 5.0315 0.005 0.005 -0.015 0.526
C 4.0557 1.7763 -1.2979 0.008 0.024 -0.028 -1.472
C 3.9731 0.6230 -0.3511 0.046 -0.080 0.144 0.813
O 2.9207 0.1332 0.0099 0.114 0.010 -0.047 -0.546
C 5.2685 0.0551 0.2025 0.075 0.212 -0.203 0.386
C 6.5104 0.5725 -0.1136 0.023 -0.085 0.083 -0.113
C 7.7228 0.0089 0.4504 -0.111 0.183 -0.139 -0.511
C 7.6776 -1.0880 1.2925 -0.133 -0.121 0.152 -0.571
C 6.4418 -1.6056 1.6161 -0.066 0.100 -0.091 -0.400
C 5.2330 -1.0408 1.0552 0.157 -0.222 0.170 -0.042
H 3.0613 2.0394 -1.6465 0.002 0.007 0.002 0.212
H 4.6866 1.5395 -2.1572 -0.005 -0.016 0.004 0.468
H 4.4971 2.6435 -0.7997 -0.003 -0.003 0.003 0.495
H 6.6164 1.4087 -0.7930 0.008 0.011 0.018 0.425
H 8.6668 0.4814 0.2061 0.009 -0.030 -0.020 0.438
H 8.5818 -1.5084 1.7105 0.017 0.018 -0.015 0.466
H 6.3544 -2.4371 2.3040 -0.008 -0.017 -0.025 0.432
H 4.2800 -1.4949 1.2973 -0.009 0.034 0.017 0.470
C -0.5358 -0.1015 -5.9640 -0.017 0.019 0.077 -0.944
N -0.8416 0.0996 -4.5332 -0.096 0.020 -0.069 0.086
C -1.9356 1.0091 -4.1702 0.074 -0.037 -0.014 -0.655
C -0.1837 -0.5097 -3.5713 0.078 -0.021 0.029 0.522
C 0.9549 -1.4372 -3.8713 -0.021 0.039 -0.018 -0.986
O -0.5035 -0.3164 -2.3531 -0.072 -0.041 -0.002 -0.642
H -1.2653 0.4509 -6.5449 0.009 0.003 -0.022 0.286
H -0.6135 -1.1520 -6.2332 0.001 -0.002 -0.005 0.380
H 0.4554 0.2760 -6.2068 0.007 -0.014 0.001 0.367
H -2.3882 1.3929 -5.0769 -0.011 0.011 0.002 0.310
H -1.5586 1.8450 -3.5823 -0.013 0.001 0.010 0.244
H -2.6928 0.4782 -3.5950 -0.004 0.005 0.004 0.222
H 1.0555 -1.6990 -4.9182 -0.003 0.000 0.006 0.431
H 0.8280 -2.3446 -3.2835 0.004 -0.002 0.004 0.313
H 1.8781 -0.9538 -3.5453 0.005 -0.012 -0.003 0.196
```
Forces are in eV/Å.